This record from the OMol25 dataset describes a molecular structure, CHCdLiO2 in a non-equilibrium geometry. The level of theory is ωB97M-V/def2-TZVPD.

## Properties
Lowest unoccupied orbital energy, eV: -12.464
Energy relative to the best compared isomer or geometry (same formula, charge and spin), kJ/mol: 51.31
Gap between HOMO and LUMO, eV: 8.475
E, Ha: -363.71611

```
! wB97M-V def2-TZVPD RIJCOSX def2/J DEFGRID3
* xyz 2 1
O -0.08379 3.89607 -0.18828
C -0.13188 2.88802 -0.73135
H 0.64152 1.08486 -0.95576
O 0.09074 0.54190 -0.21613
Li 0.06539 1.49752 1.40220
Cd -0.10615 -1.29331 -0.43951
*
```